Density functional theory data (the ωB97M-V functional and the def2-TZVPD basis) for a molecular structure, C27H28N6ORuS.

The geometry in XYZ format:
```
64
C27H28N6ORuS the ωB97M-V functional and the def2-TZVPD basis
Ru 0.674 0.367 -0.314
C 3.674 0.120 0.844
N 3.057 0.320 -0.473
C 3.607 1.434 -1.263
C 2.530 2.425 -1.488
N 1.258 2.133 -1.261
C 0.510 3.280 -1.585
C -0.852 3.538 -1.517
C -1.272 4.799 -1.888
C -0.363 5.780 -2.315
C 0.991 5.531 -2.383
C 1.403 4.258 -2.015
N 2.671 3.666 -1.937
C 2.613 -0.267 1.791
N 1.353 0.083 1.591
C 0.617 -0.366 2.700
C -0.729 -0.225 3.017
C -1.143 -0.745 4.225
C -0.245 -1.396 5.086
C 1.093 -1.530 4.781
C 1.508 -0.994 3.568
N 2.759 -0.908 2.946
H 4.479 -0.617 0.830
H 4.103 1.064 1.188
H 3.049 -0.546 -1.006
H 4.442 1.912 -0.749
H 3.987 1.081 -2.223
H -1.550 2.779 -1.188
H -2.325 5.042 -1.852
H -0.731 6.756 -2.599
H 1.691 6.295 -2.693
H 3.539 4.119 -2.188
H -1.394 0.304 2.346
H -2.174 -0.636 4.531
H -0.608 -1.793 6.024
H 1.780 -2.018 5.459
H 3.634 -1.230 3.337
N -1.367 0.096 -0.469
C -2.516 0.166 -0.558
C -3.921 0.249 -0.656
C -4.570 -0.156 -1.832
C -5.943 -0.061 -1.904
C -6.667 0.441 -0.825
C -6.021 0.835 0.343
C -4.649 0.745 0.437
H -3.999 -0.535 -2.670
H -6.456 -0.374 -2.802
H -7.742 0.535 -0.899
H -6.592 1.223 1.175
H -4.135 1.068 1.333
O 1.199 -1.534 -1.141
S 0.282 -2.808 -1.277
C 1.329 -3.948 -2.237
C 1.452 -5.206 -1.385
C 1.651 -4.718 0.046
C 0.526 -3.715 0.287
H 2.280 -3.427 -2.361
H 0.868 -4.110 -3.209
H 2.279 -5.824 -1.732
H 0.541 -5.803 -1.456
H 2.625 -4.236 0.149
H 1.601 -5.539 0.759
H 0.725 -2.969 1.058
H -0.420 -4.214 0.501
```

The expectation value of S² is 0.759. The LUMO energy (alpha / beta) is -10.59 / -10.20 eV. The calculation puts the energy above the lowest of the compared OMol25 structures with the same formula, charge and spin at 146.3 kJ/mol. The net charge is +3. The frontier orbital gap (alpha / beta) comes out at 6.1546 / 6.5342 eV. As for the spin multiplicity: 2.